[1]
The following is a quantum chemistry calculation of a 4-piece molecular cluster, C14H31BO14S overall, from the Open Molecules 2025 dataset.

For the molar mass, the calculation gives 466.3 g/mol. The calculation puts the HOMO energy at -10.720 eV. The orbital gap comes out at 0.4103 hartree. The energy relative to the best compared isomer or geometry (same formula, charge and spin) comes out at 0.0 kJ/mol. As for the total energy: -55196.959 eV.

Last column: natural (NBO) charge in e.
CARTESIAN COORDINATES (ANGSTROEM)
1 C 4.81476 2.17521 1.06795  -0.59
2 C 4.14876 2.09831 -0.30756  -0.81
3 B 2.86064 2.96806 -0.47441  1.21
4 O 2.29237 3.20001 -1.69571  -0.92
5 O 2.29160 3.57574 0.67474  -0.93
6 S 0.82844 3.37588 1.31354  1.75
7 O 0.21410 4.67207 1.34423  -0.90
8 O 0.04081 2.59822 0.06582  -0.45
9 O -0.00395 1.18582 0.34586  -0.43
10 H 4.93199 3.21157 1.38629  0.20
11 H 5.80541 1.72325 1.05506  0.21
12 H 4.21409 1.67963 1.83120  0.20
13 H 4.84247 2.45631 -1.07472  0.24
14 H 3.92155 1.05864 -0.56613  0.25
15 H 2.26835 4.11886 -1.98515  0.51
16 H -0.17063 1.12279 1.30355  0.46
17 C 1.66359 -0.29830 -2.20342  -0.64
18 C 1.61507 -1.59451 -1.42804  -0.07
19 O 1.59563 -2.74008 -2.30050  -0.50
20 C 2.75411 -3.06758 -2.86379  0.98
21 O 3.81572 -2.53052 -2.67670  -0.65
22 O 2.54375 -4.10364 -3.67774  -0.50
23 C 3.70478 -4.53903 -4.39227  -0.26
24 H 0.84567 -0.24649 -2.92316  0.21
25 H 1.56729 0.54240 -1.52113  0.23
26 H 2.60373 -0.20216 -2.74539  0.22
27 H 0.68648 -1.67620 -0.86617  0.19
28 H 2.44874 -1.67850 -0.73037  0.19
29 H 4.52286 -4.74832 -3.70659  0.20
30 H 4.01594 -3.78052 -5.10866  0.19
31 H 3.40521 -5.44398 -4.91151  0.20
32 C -3.63960 2.33961 -2.23729  -0.64
33 C -4.78163 1.35655 -2.36744  -0.07
34 O -4.47834 0.29704 -3.29496  -0.49
35 C -3.66572 -0.64794 -2.82990  0.98
36 O -3.20634 -0.70420 -1.71641  -0.66
37 O -3.43176 -1.52227 -3.80845  -0.49
38 C -2.49986 -2.54921 -3.45294  -0.26
39 H -3.36671 2.73605 -3.21568  0.21
40 H -3.93862 3.16985 -1.59688  0.22
41 H -2.76262 1.86537 -1.79890  0.23
42 H -5.66331 1.83551 -2.78832  0.19
43 H -5.05045 0.92392 -1.40427  0.19
44 H -2.80785 -3.05164 -2.53886  0.20
45 H -1.50738 -2.12168 -3.31699  0.19
46 H -2.48788 -3.25115 -4.28060  0.20
47 C -1.22771 0.45142 7.34070  -0.64
48 C -1.64623 -0.94836 6.95194  -0.07
49 O -2.57917 -0.94691 5.85393  -0.49
50 C -2.04855 -0.73982 4.65417  0.98
51 O -0.87784 -0.58479 4.40747  -0.66
52 O -3.03271 -0.71806 3.75503  -0.49
53 C -2.58442 -0.47493 2.42016  -0.25
54 H -2.10310 1.06131 7.56532  0.21
55 H -0.59354 0.41304 8.22668  0.22
56 H -0.66878 0.92838 6.53730  0.23
57 H -2.18878 -1.43184 7.76152  0.19
58 H -0.78827 -1.56752 6.69252  0.20
59 H -1.82093 -1.19350 2.12935  0.20
60 H -2.18938 0.53837 2.34641  0.17
61 H -3.45187 -0.57552 1.77629  0.21

Atomic forces in eV per Å
C -0.1 0.1 0.0
C 0.0 0.2 0.2
B -0.1 0.1 -0.1
O 0.6 0.1 -0.2
O -0.2 -0.3 0.0
S 0.2 0.3 0.1
O 0.0 0.0 -0.1
O -0.3 -0.1 0.2
O 0.4 0.0 -0.1
H 0.0 0.0 0.0
H 0.0 -0.1 0.0
H 0.0 0.0 0.0
H 0.0 -0.2 -0.1
H 0.0 0.0 -0.1
H -0.5 -0.1 0.2
H -0.1 0.1 0.0
C 0.1 -0.1 -0.2
C -0.1 0.2 0.1
O -0.1 -0.1 0.0
C 0.0 0.1 0.0
O 0.0 0.0 0.0
O 0.0 0.0 0.0
C 0.0 -0.1 0.0
H 0.0 0.0 0.1
H 0.0 0.0 0.0
H 0.0 0.0 0.0
H 0.0 0.0 0.0
H 0.1 -0.1 -0.1
H 0.0 0.0 0.0
H 0.0 0.0 0.0
H 0.0 0.0 0.0
C 0.1 -0.1 -0.1
C -0.1 0.1 0.1
O 0.0 0.0 0.0
C 0.1 0.1 0.0
O 0.0 0.0 0.0
O 0.0 0.0 0.1
C 0.1 -0.1 0.0
H 0.0 0.0 0.0
H 0.0 0.0 0.0
H 0.0 0.0 0.0
H 0.0 0.0 0.0
H 0.1 0.0 0.0
H 0.0 0.0 0.0
H 0.0 0.0 0.0
H 0.0 0.1 0.0
C -0.1 0.1 -0.1
C 0.1 -0.1 0.1
O 0.0 0.0 0.0
C 0.0 0.1 0.0
O 0.0 0.0 0.0
O 0.1 -0.1 0.0
C -0.1 0.0 -0.2
H 0.0 0.0 0.0
H 0.0 0.0 0.0
H 0.0 0.0 0.0
H 0.0 0.0 0.0
H 0.0 0.0 -0.1
H 0.0 0.0 0.0
H 0.0 0.0 0.0
H 0.0 0.0 0.0



[2]
The following is a quantum chemistry calculation of C14H31Br3FO11S3 as an isolated structure in a non-equilibrium geometry, from the Open Molecules 2025 dataset.

For the molar mass, the calculation gives 730.3 g/mol. The calculation puts the HOMO energy at -5.660 eV. As for the charge: -1. The orbital gap comes out at 0.2714 hartree. As for the total energy: -282875.662 eV.

Last column: natural (NBO) charge in e.
CARTESIAN COORDINATES (ANGSTROEM)
1 F 13.42438 3.12056 -23.44805  -0.80
2 O 9.87698 6.07655 -24.77311  -0.58
3 C 10.46269 5.63643 -23.80267  0.80
4 O 10.14010 5.95406 -22.54629  -0.51
5 C 10.99726 5.41904 -21.56425  -0.10
6 C 11.76665 4.27466 -22.25430  -0.54
7 C 11.54521 4.52989 -23.78749  -0.60
8 H 10.48207 4.84624 -20.79316  0.19
9 H 11.76652 6.13457 -21.27382  0.17
10 H 11.19862 3.38896 -21.96977  0.26
11 H 12.79455 4.16193 -21.90958  0.32
12 H 11.18615 3.69200 -24.38509  0.25
13 H 12.49041 4.76596 -24.27632  0.30
14 O 14.63741 5.16895 -27.94053  -0.95
15 S 14.66701 4.24637 -26.79771  2.32
16 O 14.88883 2.81775 -26.99021  -0.93
17 O 15.68399 4.84805 -25.68798  -0.73
18 C 15.79087 3.97958 -24.54337  -0.16
19 C 16.88566 4.43408 -23.58061  -0.67
20 C 13.07189 4.36693 -25.84294  -0.90
21 H 15.93908 2.95210 -24.87567  0.21
22 H 14.86817 4.13300 -23.98373  0.28
23 H 17.03760 3.85593 -22.66915  0.23
24 H 16.79633 5.48073 -23.28968  0.22
25 H 17.86928 4.35847 -24.04417  0.22
26 H 13.19220 5.26089 -25.23102  0.26
27 H 12.83288 3.46218 -25.28401  0.30
28 H 12.28838 4.62833 -26.55420  0.26
29 O 12.34796 6.71289 -25.61428  -0.92
30 S 13.55480 7.50122 -25.37067  2.27
31 O 13.41226 8.89963 -25.00728  -0.92
32 O 14.52400 6.69365 -24.26502  -0.71
33 C 13.96725 6.53034 -22.96612  -0.09
34 C 14.24536 5.10999 -22.51557  -0.80
35 C 14.76376 7.34772 -26.81684  -0.80
36 H 12.88264 6.60312 -22.88599  0.19
37 H 14.43084 7.23020 -22.27086  0.17
38 H 14.16421 5.09671 -21.42867  0.12
39 H 15.27616 4.81731 -22.71532  0.24
40 H 13.58055 4.39078 -22.99396  0.35
41 H 14.07661 6.99332 -27.58516  0.27
42 H 15.48367 6.59757 -26.48955  0.27
43 H 15.17484 8.35540 -26.87758  0.23
44 O 12.29417 -1.53944 -21.70731  -0.94
45 S 12.49656 -0.41886 -22.60810  2.34
46 O 12.38981 -0.47109 -24.04578  -0.93
47 O 11.37664 0.65631 -22.14431  -0.72
48 C 11.37137 1.92849 -22.79333  -0.17
49 C 9.90434 2.28797 -23.13644  -0.68
50 C 14.08099 0.39869 -22.06470  -0.88
51 H 12.02806 1.98512 -23.66146  0.25
52 H 11.76004 2.73680 -22.17391  0.20
53 H 9.19219 2.23385 -22.31302  0.21
54 H 9.48433 1.70826 -23.95840  0.23
55 H 9.72881 3.29517 -23.51439  0.22
56 H 14.18315 1.27208 -22.70879  0.26
57 H 15.00559 -0.17839 -22.07895  0.24
58 H 13.93770 0.71116 -21.03033  0.19
59 C 14.09259 3.02242 -20.84098  -0.51
60 Br 15.08034 1.48690 -20.12464  0.15
61 Br 15.13157 4.66707 -20.37674  0.14
62 Br 12.27535 3.06957 -20.06767  0.11
63 H 13.97459 2.92160 -21.91987  0.29

Atomic forces in eV per Å
F 1.2 -4.0 -1.6
O 0.4 -0.4 1.5
C 0.3 -1.2 -2.0
O -1.0 1.2 0.7
C 1.7 -1.2 -0.9
C -3.2 3.6 -1.5
C -0.6 1.4 1.9
H -0.5 1.4 0.4
H -0.7 0.6 0.8
H -1.9 5.2 0.5
H -2.5 0.6 -0.7
H 0.1 0.4 0.3
H -1.8 0.6 1.7
O 0.7 -2.6 1.3
S -2.5 -1.4 0.0
O 0.6 1.7 -0.2
O 0.7 -0.8 -1.8
C 0.2 -0.1 1.2
C 1.8 0.3 -1.3
C 2.1 -0.5 -2.5
H -0.1 0.1 0.1
H 0.5 -1.2 -1.4
H -0.7 -0.3 0.0
H -0.1 0.0 -0.1
H 0.2 0.0 -0.4
H 0.8 -1.4 -1.0
H 1.0 0.0 -0.8
H 0.1 -0.2 -0.1
O 1.2 2.9 0.4
S 1.2 0.5 -0.7
O 0.1 -1.2 0.1
O -1.6 1.6 -1.4
C 0.2 -1.3 1.6
C -0.2 3.3 -2.9
C -1.6 1.1 2.3
H 0.0 0.8 -0.7
H 0.0 0.5 -0.1
H -3.9 2.1 -4.7
H -1.2 0.9 0.9
H 1.5 1.4 -0.3
H 0.7 0.7 -0.1
H -0.1 0.7 -0.3
H -0.1 -0.1 -0.3
O 0.0 0.6 -1.2
S 0.4 0.8 0.8
O 0.3 -0.8 0.6
O 1.0 -1.3 0.3
C -1.4 -2.3 -1.8
C -0.8 -0.2 -0.3
C -2.9 -1.3 -2.8
H -0.6 -0.8 0.0
H 1.9 -5.8 -1.3
H 0.2 -0.5 0.4
H 0.2 -0.6 0.2
H 0.3 -0.2 0.3
H 0.0 -0.1 -0.2
H -0.6 -0.6 -0.3
H -2.7 -2.1 -2.6
C 0.4 -0.2 2.2
Br 4.1 4.4 5.0
Br 5.5 -3.5 9.3
Br 1.9 -1.4 3.8
H 0.1 0.0 -0.4



[3]
The following is a quantum chemistry calculation of a 3-piece molecular cluster, C14H31BrClN4O6 overall, from the Open Molecules 2025 dataset.

For the molar mass, the calculation gives 466.8 g/mol. The calculation puts the HOMO energy at -10.314 eV. As for the charge: +1. The orbital gap comes out at 0.2062 hartree. The energy relative to the best compared isomer or geometry (same formula, charge and spin) comes out at 0.0 kJ/mol. As for the total energy: -115818.205 eV.

Last column: natural (NBO) charge in e.
CARTESIAN COORDINATES (ANGSTROEM)
1 Cl 6.19445 -3.88053 0.39701  0.25
2 N 6.27464 -5.30648 -0.48194  -0.58
3 C 6.98384 -5.54705 -1.58242  0.55
4 N 6.90936 -6.73467 -2.19641  -0.44
5 C 7.71916 -6.64351 -3.22258  0.29
6 N 8.28135 -5.45147 -3.30617  -0.34
7 N 7.82551 -4.71654 -2.23692  -0.29
8 Br 8.43619 -3.00506 -2.00002  0.41
9 H 5.70869 -6.06528 -0.14138  0.45
10 H 7.89458 -7.42942 -3.92993  0.25
11 H 8.93523 -5.07915 -3.97539  0.46
12 C -0.23100 1.85760 -1.18664  -0.25
13 O 0.49808 1.17411 -0.18709  -0.55
14 C -0.13862 -0.02565 0.21704  -0.09
15 C 0.85796 -0.98092 0.83119  -0.09
16 O 1.66719 -1.66285 -0.12256  -0.54
17 C 2.73465 -0.93810 -0.70757  -0.09
18 C 3.94452 -0.79149 0.18968  -0.09
19 O 3.76297 0.24493 1.13129  -0.54
20 C 4.61033 0.11657 2.24925  -0.25
21 H -1.22208 2.14699 -0.82103  0.18
22 H 0.32891 2.75247 -1.45068  0.19
23 H -0.34086 1.23564 -2.08242  0.16
24 H -0.62132 -0.51016 -0.63932  0.18
25 H -0.90808 0.21626 0.96258  0.17
26 H 0.29316 -1.76856 1.33355  0.19
27 H 1.46950 -0.48041 1.58337  0.19
28 H 2.40510 0.03245 -1.08143  0.21
29 H 3.03887 -1.53954 -1.56880  0.18
30 H 4.82320 -0.54673 -0.42852  0.16
31 H 4.12237 -1.74543 0.70507  0.16
32 H 4.42328 -0.82712 2.77669  0.16
33 H 4.39386 0.94016 2.92508  0.21
34 H 5.66616 0.16771 1.95417  0.16
35 C -4.13789 2.58178 3.59644  -0.25
36 O -4.74175 3.04775 2.41158  -0.54
37 C -3.79883 3.55529 1.48396  -0.09
38 C -4.34889 3.52575 0.07548  -0.09
39 O -4.32043 2.24105 -0.53288  -0.54
40 C -5.30245 1.30243 -0.11198  -0.09
41 C -6.68954 1.57607 -0.64858  -0.09
42 O -7.32793 2.59661 0.09861  -0.54
43 C -8.39484 3.19105 -0.60618  -0.25
44 H -3.61559 3.38983 4.12112  0.17
45 H -4.92674 2.19540 4.23841  0.20
46 H -3.43104 1.77060 3.38286  0.16
47 H -2.87327 2.96729 1.51998  0.17
48 H -3.56559 4.59434 1.75423  0.17
49 H -3.69221 4.14230 -0.54285  0.19
50 H -5.34738 3.96300 0.03329  0.20
51 H -5.31504 1.20075 0.97420  0.20
52 H -4.97243 0.34890 -0.53069  0.18
53 H -7.29030 0.65918 -0.57409  0.17
54 H -6.61543 1.86618 -1.70347  0.17
55 H -8.04226 3.64979 -1.53746  0.16
56 H -8.81587 3.96866 0.02733  0.20
57 H -9.17545 2.45718 -0.83606  0.17

Atomic forces in eV per Å
Cl 0.1 0.1 -0.1
N 0.1 0.0 0.0
C -0.2 0.5 0.4
N 0.0 -0.2 0.1
C -0.3 -0.2 0.0
N 0.2 0.1 -0.1
N -0.1 -0.2 -0.1
Br 0.0 0.0 0.0
H -0.1 -0.1 0.0
H 0.1 -0.1 -0.2
H 0.1 0.2 0.0
C 0.0 0.1 0.1
O 0.2 -0.2 -0.2
C 0.1 0.2 0.1
C -0.1 -0.1 0.0
O 0.1 0.0 0.0
C -0.1 -0.1 -0.1
C 0.0 0.3 0.0
O -0.2 -0.2 0.1
C 0.0 0.1 -0.1
H 0.0 0.0 -0.1
H 0.0 0.0 0.1
H -0.1 0.0 0.0
H 0.0 0.0 0.0
H -0.1 -0.1 0.0
H 0.0 0.0 0.0
H 0.0 0.1 -0.1
H 0.0 0.1 0.1
H 0.0 0.0 0.0
H 0.0 -0.2 0.0
H 0.0 0.0 0.0
H 0.1 0.0 0.0
H 0.0 0.0 0.0
H 0.0 0.0 0.0
C -0.1 0.1 0.0
O 0.0 -0.2 -0.1
C -0.2 0.1 0.1
C 0.1 0.0 -0.1
O 0.0 0.0 0.1
C 0.1 -0.1 -0.1
C -0.1 0.1 0.2
O 0.2 0.1 -0.1
C 0.0 0.0 0.1
H 0.1 0.0 0.0
H 0.0 0.0 0.0
H 0.1 0.0 0.0
H 0.0 0.0 0.0
H 0.1 0.0 -0.1
H 0.0 0.0 0.0
H -0.1 -0.1 0.1
H -0.1 0.1 0.0
H 0.0 0.0 0.0
H 0.0 -0.1 -0.1
H 0.0 0.0 0.0
H 0.0 0.0 0.0
H 0.0 0.0 0.0
H 0.0 0.0 -0.1



Number 1: E_LUMO 0.0164 hartree. Number 2: E_LUMO 0.0634 hartree. Number 3: E_LUMO -0.1729 hartree.